1.
11 unconnected molecules or ions with the total composition C17H56N6O11 at a distorted geometry. Source: the OMol25 dataset; level of theory: ωB97M-V/def2-TZVPD.

Computed properties:
- LUMO energy (Eh) = 0.01695
- SMILES = NC(N)=O.NC(N)=O.NC(N)=O.CCO.CCO.CCO.CCO.CCO.CCO.CO.CO
- electronic energy (Ha) = -1837.4854
- molar mass (g/mol) = 520.666
- largest force on an atom (Eh/bohr) = 0.08861
- frontier orbital gap (hartree) = 0.368
- energy above the lowest of the compared OMol25 structures with the same formula, charge and spin (kJ/mol) = 92.12

```
! wB97M-V def2-TZVPD RIJCOSX def2/J DEFGRID3
* xyz 0 1
N 5.61 7.83 13.75
C 6.61 7.48 12.86
N 6.03 7.13 11.72
O 7.79 7.45 13.29
H 5.81 8.23 14.69
H 4.78 8.22 13.36
H 5.10 7.44 11.52
H 6.53 7.30 10.81
N 5.87 8.96 6.60
C 6.70 8.34 7.57
N 7.97 8.11 7.20
O 6.22 8.18 8.74
H 6.15 9.25 5.72
H 4.90 8.75 6.76
H 8.65 7.89 7.89
H 8.27 8.71 6.44
N 9.96 15.05 9.09
C 10.76 14.77 7.99
N 11.52 13.61 8.03
O 10.71 15.50 6.96
H 10.21 14.83 10.03
H 9.53 15.96 9.05
H 11.89 13.34 7.17
H 11.34 12.91 8.70
C 11.88 10.69 11.76
C 12.80 9.82 12.51
O 13.59 8.92 11.65
H 12.37 11.48 11.16
H 11.25 11.14 12.48
H 11.24 10.14 11.10
H 12.30 9.18 13.23
H 13.47 10.45 13.06
H 13.88 9.37 10.85
C 8.64 13.05 6.50
C 7.60 12.02 6.00
O 8.17 10.90 5.34
H 9.15 13.50 5.67
H 9.29 12.59 7.20
H 8.14 13.91 6.96
H 6.85 12.59 5.52
H 6.97 11.64 6.87
H 8.76 11.17 4.68
C 9.60 5.68 11.08
C 10.48 6.91 11.40
O 11.61 6.82 10.52
H 9.83 5.43 9.99
H 8.53 5.94 11.17
H 9.81 4.72 11.63
H 10.88 6.81 12.41
H 9.94 7.84 11.27
H 12.39 7.28 10.79
C 5.22 12.38 12.90
C 6.70 12.15 13.13
O 6.90 11.64 14.45
H 4.67 11.43 13.06
H 5.00 12.84 11.95
H 4.75 13.12 13.57
H 7.28 13.01 12.92
H 6.94 11.29 12.46
H 7.60 10.96 14.28
C 12.50 9.13 7.18
C 11.39 8.03 7.26
O 10.54 8.21 8.39
H 13.40 8.87 7.78
H 12.13 10.12 7.48
H 12.81 9.25 6.14
H 11.74 7.00 7.25
H 10.77 8.02 6.38
H 10.82 7.63 9.11
C 8.29 10.01 10.65
C 8.63 11.24 9.75
O 9.89 11.15 9.13
H 8.59 10.18 11.67
H 8.88 9.12 10.32
H 7.27 9.70 10.61
H 8.59 12.17 10.35
H 7.87 11.46 8.96
H 9.90 10.32 8.68
C 9.38 9.70 15.61
O 9.08 9.70 14.24
H 9.75 10.65 15.90
H 8.57 9.52 16.29
H 10.06 8.88 15.84
H 8.58 8.85 13.97
C 10.12 13.72 13.18
O 11.13 13.92 12.22
H 9.24 13.78 12.56
H 10.21 12.75 13.69
H 10.03 14.52 14.02
H 11.95 14.04 12.74
*
```

Results of the Löwdin charge analysis, in e, for atoms 1 through 4:
1. N 0.14
2. C -0.62
3. N 0.18
4. O -0.01

---

2.
C4H7P3 in the gas phase at a distorted geometry. Source: the OMol25 dataset; level of theory: ωB97M-V/def2-TZVPD.

Computed properties:
- LUMO energy (Eh) = -0.03283
- electronic energy (Ha) = -1180.5465
- molar mass (g/mol) = 148.022
- largest force on an atom (Eh/bohr) = 0.08287
- frontier orbital gap (hartree) = 0.278
- energy above the lowest of the compared OMol25 structures with the same formula, charge and spin (kJ/mol) = 197.67

```
! wB97M-V def2-TZVPD RIJCOSX def2/J DEFGRID3
* xyz 0 1
C -0.46 0.51 0.34
C -1.52 -0.73 0.28
C 1.57 -0.57 -0.63
C 0.96 0.21 0.58
P -3.17 -0.41 0.87
P -2.70 -0.55 -1.14
P -1.09 2.00 -0.12
H -1.02 -1.79 0.35
H 1.69 -0.08 -1.54
H 0.79 -1.11 -0.97
H 2.40 -1.09 -0.36
H 1.08 -0.48 1.45
H 1.55 1.12 0.71
H -0.07 2.96 0.19
*
```

Results of the Löwdin charge analysis, in e, for atoms 1 through 4:
1. C -0.71
2. C -1.08
3. C -0.08
4. C -0.29

---

3.
A molecular structure, C14H11Cl5IN2O2Re. Source: the OMol25 dataset; level of theory: ωB97M-V/def2-TZVPD.

Computed properties:
- LUMO energy (alpha / beta) (Eh) = -0.41236 / -0.46310
- electronic energy (Ha) = -3475.8764
- molar mass (g/mol) = 729.630
- largest force on an atom (Eh/bohr) = 0.00981
- frontier orbital gap (alpha / beta) (hartree) = 0.215 / 0.164

```
! wB97M-V def2-TZVPD RIJCOSX def2/J DEFGRID3
* xyz 3 4
Re 0.39 -0.51 -0.10
Cl 0.64 4.24 5.08
C 0.55 3.48 3.61
C 0.53 2.02 3.59
Cl 0.60 1.12 5.00
C 0.45 1.42 2.37
Cl 0.42 -0.33 2.20
C 0.38 2.13 1.16
O 0.29 1.51 0.02
C 0.40 3.56 1.20
Cl 0.32 4.37 -0.27
C 0.48 4.22 2.41
Cl 0.50 5.91 2.46
C 1.18 -2.19 -2.01
N 2.63 -2.12 -1.95
C 3.48 -2.94 -2.86
C 3.14 -1.33 -1.06
O 2.40 -0.64 -0.28
H 0.85 -2.86 -2.80
H 0.75 -1.19 -2.27
H 0.76 -2.61 -1.06
H 2.84 -3.54 -3.50
H 4.11 -3.60 -2.28
H 4.09 -2.29 -3.48
H 4.23 -1.25 -0.99
I -4.78 1.93 -1.85
C -3.77 0.37 -0.94
C -4.44 -0.74 -0.42
C -3.71 -1.76 0.18
C -2.35 -1.65 0.27
N -1.69 -0.57 -0.23
C -2.39 0.42 -0.82
H -5.52 -0.80 -0.49
H -4.21 -2.63 0.59
H -1.75 -2.43 0.74
H -1.83 1.26 -1.21
*
```

Results of the Löwdin charge analysis, in e, for atoms 1 through 4:
1. Re 1.34
2. Cl 0.95
3. C -0.63
4. C -0.66

---

4.
C3H7NO2 in the gas phase. Source: the OMol25 dataset; level of theory: ωB97M-V/def2-TZVPD.

Computed properties:
- LUMO energy (Eh) = 0.02677
- SMILES = CNCC(=O)O
- electronic energy (Ha) = -323.7406
- molar mass (g/mol) = 89.094
- largest force on an atom (Eh/bohr) = 0.01869
- frontier orbital gap (hartree) = 0.353
- energy above the lowest of the compared OMol25 structures with the same formula, charge and spin (kJ/mol) = 105.99

```
! wB97M-V def2-TZVPD RIJCOSX def2/J DEFGRID3
* xyz 0 1
C 1.88 -0.74 -0.72
N 1.57 0.13 0.40
C 0.37 0.94 0.33
C -0.90 0.18 -0.02
O -1.26 -0.18 -1.11
O -1.61 -0.10 1.12
H 2.49 -1.57 -0.39
H 2.48 -0.20 -1.46
H 1.00 -1.10 -1.26
H 1.64 -0.35 1.29
H 0.50 1.64 -0.50
H 0.24 1.45 1.28
H -2.55 -0.22 0.94
*
```

Results of the Löwdin charge analysis, in e, for atoms 1 through 4:
1. C -0.12
2. N -0.11
3. C -0.14
4. C -0.50

---

5.
C3H4N2OS2 in the gas phase at a distorted geometry. Source: the OMol25 dataset; level of theory: ωB97M-V/def2-TZVPD.

Computed properties:
- LUMO energy (Eh) = 0.00540
- SMILES = CC1=NOC(=S)SN1
- electronic energy (Ha) = -1097.7288
- molar mass (g/mol) = 148.212
- largest force on an atom (Eh/bohr) = 0.08145
- frontier orbital gap (hartree) = 0.333
- energy above the lowest of the compared OMol25 structures with the same formula, charge and spin (kJ/mol) = 330.22

```
! wB97M-V def2-TZVPD RIJCOSX def2/J DEFGRID3
* xyz 0 1
C 1.84 0.51 0.55
C 0.40 0.17 0.17
N -0.54 0.73 0.80
O -1.80 0.85 0.10
C -2.41 -0.18 -0.26
S -3.95 -0.38 -0.22
S -1.38 -1.46 -0.85
N 0.14 -0.66 -0.86
H 2.34 -0.37 1.14
H 2.00 1.46 1.19
H 2.47 0.48 -0.34
H 0.89 -1.15 -1.43
*
```

Results of the Löwdin charge analysis, in e, for atoms 1 through 4:
1. C -0.02
2. C -0.52
3. N 0.12
4. O -0.12

---

6.
A molecular structure, C36H44Ge2OPdS2Si at a distorted geometry. Source: the OMol25 dataset; level of theory: ωB97M-V/def2-TZVPD.

Computed properties:
- LUMO energy (alpha / beta) (Eh) = 0.00028 / -0.08603
- electronic energy (Ha) = -6840.9631
- molar mass (g/mol) = 836.607
- largest force on an atom (Eh/bohr) = 0.02521
- frontier orbital gap (alpha / beta) (hartree) = 0.260 / 0.210
- energy above the lowest of the compared OMol25 structures with the same formula, charge and spin (kJ/mol) = 135.94

```
! wB97M-V def2-TZVPD RIJCOSX def2/J DEFGRID3
* xyz 0 3
Pd 0.49 -0.34 1.37
C -3.53 -3.75 1.30
C -2.36 -3.11 2.06
Ge -1.30 -1.90 0.91
C -0.42 -3.08 -0.46
C -1.26 -3.28 -1.73
C -2.54 -0.85 -0.19
C -2.28 0.40 -0.62
Ge -0.78 1.36 0.26
C -1.48 2.09 1.97
C -2.69 3.02 1.91
C 0.05 2.84 -0.78
C -0.57 3.20 -2.13
C -3.18 1.05 -1.62
C -3.61 2.37 -1.48
C -4.51 2.93 -2.38
C -4.99 2.18 -3.44
C -4.56 0.87 -3.61
C -3.66 0.31 -2.70
H -4.02 -4.50 1.91
H -3.20 -4.25 0.38
H -4.28 -3.00 1.02
H -1.67 -3.88 2.43
H -2.72 -2.56 2.92
H -0.20 -4.03 0.03
H 0.54 -2.65 -0.73
H -2.25 -3.68 -1.52
H -0.76 -3.99 -2.40
H -1.39 -2.34 -2.27
H -3.45 -1.33 -0.56
H -0.64 2.58 2.47
H -1.72 1.20 2.56
H -2.50 3.91 1.31
H -2.96 3.36 2.92
H -3.57 2.51 1.50
H 1.09 2.57 -0.92
H 0.03 3.70 -0.10
H -0.75 2.32 -2.76
H 0.10 3.87 -2.68
H -1.53 3.72 -2.02
H -3.24 2.97 -0.66
H -4.84 3.95 -2.24
H -5.70 2.61 -4.14
H -4.92 0.28 -4.44
H -3.32 -0.71 -2.84
C -2.00 -0.65 5.28
O -0.95 -0.47 4.31
C 0.23 -0.04 4.73
S 0.65 0.17 6.31
S 1.37 0.41 3.51
H -2.92 -0.68 4.70
H -2.02 0.18 5.98
H -1.85 -1.58 5.82
C 3.55 -4.37 0.46
C 3.80 -3.74 -0.75
C 3.44 -2.41 -0.94
C 2.84 -1.68 0.09
C 2.58 -2.33 1.30
C 2.93 -3.66 1.49
Si 2.24 0.09 -0.15
C 3.40 1.25 0.75
C 4.72 0.85 1.00
C 5.58 1.65 1.74
C 5.13 2.86 2.25
C 3.83 3.28 2.01
C 2.97 2.48 1.27
C 2.09 0.36 -1.98
C 3.19 0.83 -2.71
C 3.11 0.94 -4.10
C 1.95 0.56 -4.76
C 0.86 0.09 -4.04
C 0.93 0.00 -2.66
H 3.82 -5.40 0.61
H 4.27 -4.29 -1.55
H 3.63 -1.94 -1.90
H 2.09 -1.80 2.12
H 2.72 -4.15 2.44
H 5.07 -0.10 0.62
H 6.59 1.31 1.94
H 5.80 3.48 2.84
H 3.48 4.22 2.41
H 1.95 2.80 1.13
H 4.10 1.14 -2.20
H 3.96 1.31 -4.66
H 1.90 0.64 -5.84
H -0.05 -0.19 -4.56
H 0.07 -0.37 -2.10
*
```

Results of the Löwdin charge analysis, in e, for atoms 1 through 4:
1. Pd 0.27
2. C -0.17
3. C -0.37
4. Ge 0.87

---

Question: Look up the electronic energy of the second one.
Answer: -1180.5465 Ha

---

Question: Which of these has the lowest electronic energy?
Answer: C36H44Ge2OPdS2Si